Record 1
Here is 2 unconnected molecules or ions with the total composition C3H5NO4 in a non-equilibrium geometry from the OMol25 dataset. Energies are from wB97M-V/def2-TZVPD.

XYZ file:
```
13
Properties=species:S:1:pos:R:3:forces:R:3
C -0.46235 -1.52720 -0.63454 0.5 0.0 0.2
N -0.76983 0.65972 0.53342 1.1 -0.8 -1.5
C 1.70480 0.55249 1.05635 4.3 0.0 -2.3
C -0.24743 -0.04463 -0.63238 -1.9 1.7 1.0
O 2.15370 1.11918 0.11273 -1.9 0.3 1.8
O -1.05152 2.01327 0.31567 0.6 -0.1 -0.3
O 1.81215 -0.22089 1.91543 -1.7 -0.1 1.3
O 0.25589 0.64610 -1.49168 -0.7 -0.8 0.0
H -0.45694 2.20951 -0.44676 -0.3 0.0 0.3
H -1.41253 0.28302 1.21624 0.0 -0.2 -0.4
H -0.91136 -1.88342 0.28848 0.0 0.1 0.1
H 0.50001 -2.01774 -0.76695 0.0 -0.1 -0.1
H -1.11460 -1.78940 -1.46601 0.1 0.1 -0.1
```
Positions in Å, forces in eV/Å.

Results
- Largest force on an atom: 4.92 eV Å⁻¹
- Structure (SMILES): CC(=O)NO.O=C=O
- Energy above the lowest of the compared OMol25 structures with the same formula, charge and spin: 51.18 kcal per mole
- HOMO-LUMO gap: 10.1 eV
- Calculated total energy: -12870.656 eV

Record 2
Here is 2 unconnected molecules or ions with the total composition C3H5NO8S from the OMol25 dataset. Energies are from wB97M-V/def2-TZVPD.

XYZ file:
```
18
Properties=species:S:1:pos:R:3:forces:R:3
N 3.87228 -1.41840 -0.35705 0.1 0.1 -0.1
O 2.83357 -0.85902 0.43906 0.0 0.0 -0.2
S 1.86185 0.13152 -0.56206 -0.1 -0.3 0.0
O 2.01773 1.45802 -0.04057 0.0 -0.1 0.1
O 0.55937 -0.60568 0.00131 0.1 0.4 0.0
C -0.60217 -0.48691 -0.86358 0.1 -0.4 -0.6
C -1.88329 -0.72104 -0.10194 -0.3 0.2 0.4
O -2.97245 -0.68374 -0.61808 0.5 -0.3 -0.1
O -1.68450 -1.07959 1.18477 -0.1 0.1 -0.3
H 3.69736 -2.41970 -0.36489 0.0 0.0 0.1
H 4.71484 -1.25824 0.18659 -0.1 0.0 0.0
H -0.49384 -1.26855 -1.63174 -0.2 0.0 0.1
H -0.71349 0.51436 -1.29851 -0.1 0.2 0.4
H -2.46892 -0.75665 1.65932 0.2 0.3 0.0
C -2.18164 2.38022 0.59868 -0.7 0.1 0.2
O -1.63758 1.98624 -0.52140 0.3 0.1 -0.1
O -3.13666 3.25284 0.58005 0.4 -0.1 0.1
O -1.78244 1.83434 1.71003 -0.2 0.0 -0.1
```
Positions in Å, forces in eV/Å.

Results
- Largest force on an atom: 0.72 eV Å⁻¹
- Energy above the lowest of the compared OMol25 structures with the same formula, charge and spin: 0.00 kcal per mole
- HOMO-LUMO gap: 2.7 eV
- Charge: -2
- Calculated total energy: -31893.141 eV

Question: Number 1 is which compound?
Answer: C3H5NO4

Question: The highest HOMO-LUMO gap belongs to which entry?
Answer: C3H5NO4